No. 1
Here is an isolated molecule of C5H10N2S from the OMol25 dataset. Energies are from the ωB97M-V functional and the def2-TZVPD basis.

Gap between HOMO and LUMO ... 0.3410 Ha
Largest force on an atom ... 10.5 eV/Å
SMILES string ... SC[C@H]1NC[C@@H]2N[C@H]21
Energy ... -19154.7162 eV

ORCA input file:
```
! RIJCOSX wB97M-V def2-TZVPD def2/J DEFGRID3
* xyz 0 1
C -0.3471 1.0296 -1.3511
C -0.6564 0.5219 0.1411
C 0.3076 -1.5364 1.0668
C 1.1704 -0.5121 0.5261
C 0.4336 0.8067 0.9921
H -1.6899 -0.3005 -2.7445
H 0.4335 0.7242 -2.0527
H -0.3339 2.0337 -0.9857
H -1.5349 1.2334 0.4747
H -1.6992 -1.4829 -0.1256
H 0.4250 -2.7421 0.9138
H 0.6465 -1.5476 2.2892
H 1.1679 -0.5605 -0.5634
H 2.6635 0.8298 0.4599
H 0.0026 0.7588 2.0384
N -0.9255 -0.7703 0.3772
N 1.8329 0.5436 1.1181
S -1.8966 0.9708 -2.5745
*
```

Atom charges from the Löwdin analysis, given in e for atoms 1 to 8:
1. C -0.386
2. C -0.567
3. C -0.123
4. C -0.376
5. C -0.227
6. H -0.220
7. H 0.058
8. H 0.046

No. 2
Here is a 5-piece molecular cluster, C20H35N5 overall from the OMol25 dataset. Energies are from the ωB97M-V functional and the def2-TZVPD basis.

Gap between HOMO and LUMO ... 0.4154 Ha
Largest force on an atom ... 4.3 eV/Å
SMILES string ... CCCC#N.CCCC#N.CCCC#N.CCCC#N.CCCC#N
Energy ... -28756.3263 eV

ORCA input file:
```
! RIJCOSX wB97M-V def2-TZVPD def2/J DEFGRID3
* xyz 0 1
C 10.3822 6.3235 6.1096
C 9.3734 5.4710 6.8546
C 9.8687 4.9101 8.2532
C 10.4308 6.0882 8.9760
N 10.8628 6.9652 9.5297
H 11.3458 5.8225 6.0171
H 10.4438 7.3050 6.5796
H 9.9831 6.6049 5.1351
H 9.1401 4.5997 6.2427
H 8.4217 5.9975 6.9269
H 10.6300 4.1353 8.1621
H 9.0213 4.4714 8.7801
C 8.4764 5.3392 12.0355
C 8.4952 6.8094 12.4212
C 8.6502 7.1932 13.8613
C 7.6601 6.6124 14.7207
N 6.8552 6.2442 15.4054
H 9.4964 5.0977 11.7366
H 7.8471 5.0488 11.1942
H 8.1447 4.6352 12.7986
H 7.5838 7.2517 12.0190
H 9.2723 7.2842 11.8222
H 8.6541 8.2805 13.9389
H 9.6024 6.8125 14.2306
C 13.6286 4.6617 9.5678
C 13.9557 5.8002 8.5705
C 15.4675 6.0368 8.3737
C 16.2099 6.3357 9.5578
N 16.7733 6.5481 10.5406
H 14.1609 4.7364 10.5161
H 14.1142 3.7522 9.2142
H 12.5972 4.3910 9.7937
H 13.4887 6.6819 9.0093
H 13.4267 5.7742 7.6178
H 15.7072 6.8217 7.6563
H 15.8009 5.0502 8.0518
C 12.4460 8.4272 13.8772
C 12.7890 7.5962 12.5664
C 14.3111 7.3678 12.4159
C 14.9407 6.7767 13.5899
N 15.4694 6.3651 14.5355
H 12.9669 9.3833 13.9301
H 12.6558 7.8983 14.8068
H 11.3860 8.6811 13.8742
H 12.4755 8.1072 11.6561
H 12.2729 6.6440 12.6889
H 14.7877 8.3205 12.1850
H 14.5455 6.8108 11.5088
C 19.8059 10.6042 11.2175
C 19.3282 9.2550 11.6738
C 17.9062 9.3519 12.2489
C 16.8326 9.5672 11.2505
N 16.0418 9.7538 10.4090
H 19.0565 11.2301 10.7331
H 20.5656 10.5378 10.4388
H 20.1488 11.2567 12.0205
H 20.0016 8.8622 12.4356
H 19.3170 8.5066 10.8814
H 17.7979 10.1230 13.0117
H 17.6459 8.4191 12.7491
*
```

Atom charges from the Löwdin analysis, given in e for atoms 1 to 8:
1. C -0.117
2. C -0.248
3. C -0.133
4. C -0.251
5. N 0.192
6. H 0.072
7. H 0.072
8. H 0.075

No. 3
Here is C13H30InN4O7 as an isolated structure from the OMol25 dataset. Energies are from the ωB97M-V functional and the def2-TZVPD basis.

Gap between HOMO and LUMO (spin up / spin down) ... 0.1342 / 0.1332 Ha
Largest force on an atom ... 5.3 eV/Å
Energy ... -39417.3482 eV

ORCA input file:
```
! RIJCOSX wB97M-V def2-TZVPD def2/J DEFGRID3
* xyz 1 1
O -2.4427 1.7481 -2.3619
H -3.2398 1.1731 -2.0856
In -0.8118 0.3584 -0.9948
N -0.5743 -1.0994 1.0009
N -2.8985 0.0905 0.1046
N 1.4539 0.5669 -0.2673
N 0.3086 1.8109 -2.2368
O 0.4736 -1.6985 1.4841
O 2.0373 0.1252 0.8406
O -0.2528 2.2991 -3.3131
O -4.0039 0.5707 -0.2256
C -2.9093 -0.7490 1.1894
C -1.7091 -1.3544 1.6654
C 2.2499 1.3110 -1.0343
C 1.6290 1.9923 -2.1156
C -1.6388 -2.2564 2.8575
H -0.8968 -1.8881 3.5719
H -1.3441 -3.2678 2.5585
H -2.6056 -2.3098 3.3556
C -4.2651 -0.9415 1.7468
H -4.9189 -1.2714 0.9358
H -4.6453 0.0275 2.0833
H -4.2815 -1.6603 2.5600
C 3.6812 1.4915 -0.6931
C 2.3412 2.8751 -3.0789
H 4.1061 0.6254 -0.1937
H 3.8346 2.3635 -0.0525
H 4.2429 1.6744 -1.6058
H 1.6042 3.2880 -3.7584
H 3.0781 2.2911 -3.6424
H 2.8608 3.6755 -2.5405
H 1.4478 -0.7035 1.1546
H -1.4567 1.8634 -3.0382
C -0.5119 -1.5604 -1.9304
H -1.2714 -2.0107 -1.4853
H 0.4211 -2.0278 -2.0617
H -0.9625 -0.8756 -2.7690
O 1.3028 -4.0425 0.1602
H 2.1521 -3.9255 -0.3317
H 1.1921 -3.2114 0.6574
C -1.4230 4.4871 1.3238
C -0.5574 3.5353 0.5261
O -0.6566 2.1682 0.9703
C -0.4501 2.0185 2.3845
C 0.9576 2.3199 2.8203
H -2.4273 4.0800 1.4855
H -1.5187 5.4217 0.7661
H -0.9689 4.7351 2.2910
H -0.8442 3.5020 -0.5307
H 0.5008 3.8222 0.5964
H -0.7268 0.9828 2.5942
H -1.1629 2.6865 2.8850
H 1.2213 3.3671 2.6361
H 1.0287 2.1378 3.8953
H 1.6639 1.6581 2.3089
*
```

Atom charges from the Löwdin analysis, given in e for atoms 1 to 8:
1. O -0.256
2. H 0.039
3. In 0.950
4. N 0.007
5. N -0.022
6. N -0.053
7. N -0.126
8. O -0.013

No. 4
Here is a 9-piece molecular cluster, C69H73F2N10O5PS overall from the OMol25 dataset. Energies are from the ωB97M-V functional and the def2-TZVPD basis.

Gap between HOMO and LUMO ... 0.2694 Ha
Largest force on an atom ... 10.2 eV/Å
SMILES string ... COCc1c(CCCCCN)c(Cc2ccccc2)c(F)c2c1Sc1c(CP(=O)(O)O)cc(CC(=O)F)cc1N2.c1ccncc1.c1ccncc1.c1ccncc1.c1ccncc1.c1ccncc1.c1ccncc1.c1ccncc1.c1ccncc1
Energy ... -123403.7544 eV

ORCA input file:
```
! RIJCOSX wB97M-V def2-TZVPD def2/J DEFGRID3
* xyz 0 1
C 0.0334 -4.4370 4.8632
O -0.7334 -4.3251 3.5971
C -0.7823 -2.8897 3.2803
C 0.2493 -2.4098 2.1005
C 1.6216 -1.5395 2.4894
C 2.0212 -1.1220 4.0283
C 1.6388 0.4477 4.4154
C 0.6249 1.1658 3.3374
C 0.0342 2.6317 3.8622
C 0.4351 3.8727 2.8550
N 0.0546 3.6271 1.3933
C 2.6544 -1.0521 1.2948
C 4.0736 -0.2197 1.5757
C 5.2800 -1.2895 1.1426
C 6.5599 -0.9084 0.1837
C 7.6529 -2.1154 -0.1831
C 7.5279 -3.6674 0.3442
C 6.2293 -4.0305 1.3212
C 5.1303 -2.8439 1.6969
C 2.3286 -1.3791 -0.2908
F 3.2763 -0.9335 -1.3706
C 0.9546 -2.2456 -0.6664
C -0.0536 -2.7713 0.5320
S -1.5527 -3.7903 -0.0741
C -2.0550 -2.8298 -1.6489
C -3.6233 -2.6028 -2.0753
C -4.7906 -3.2698 -1.1369
P -5.7381 -2.0331 -0.0262
O -4.8654 -1.4889 1.2047
O -6.5126 -0.7709 -0.9493
O -7.0476 -2.9669 0.7269
C -3.9001 -1.7030 -3.4375
C -2.6157 -1.0778 -4.3037
C -3.0429 -0.1498 -5.6172
C -1.9088 0.9643 -6.0262
O -1.6275 2.0740 -5.2881
F -1.1201 0.8486 -7.3016
C -1.0285 -1.3583 -3.8868
C -0.7516 -2.2553 -2.5260
N 0.6834 -2.5210 -2.1280
H 0.0014 -5.5460 5.3043
H -0.3938 -3.7513 5.7222
H 1.1594 -4.1609 4.5798
H -0.5675 -2.1834 4.2178
H -1.8742 -2.5726 2.9166
H 3.2057 -1.2180 4.1370
H 1.5825 -1.9010 4.8183
H 2.5942 1.1426 4.4951
H 1.1279 0.4891 5.4939
H -0.2958 0.4511 3.1727
H 1.1700 1.3431 2.3062
H 0.3972 2.8782 4.9490
H -1.1575 2.6254 3.9072
H -0.0895 4.9029 3.1459
H 1.6182 3.9577 2.8908
H -0.5907 2.7977 1.4095
H 0.9460 3.3407 0.9048
H 4.1563 0.1243 2.6932
H 4.0797 0.6704 0.8104
H 6.6671 0.1796 -0.2339
H 8.5783 -1.8822 -0.8986
H 8.2881 -4.5303 0.0611
H 6.0874 -5.1217 1.7396
H 4.2148 -3.2029 2.3708
H -5.6104 -3.7914 -1.8302
H -4.4011 -4.1366 -0.4234
H -7.4969 -0.8863 -0.7846
H -6.9609 -3.9359 0.4169
H -5.0093 -1.4674 -3.8110
H -3.3761 -0.7804 -6.5458
H -4.0015 0.4666 -5.2616
H -0.1102 -0.9197 -4.5005
H 1.3736 -2.0495 -2.7524
N 0.8630 -0.7756 9.3826
C 0.0801 0.0277 8.6296
C -0.0871 1.3828 8.8664
C 0.5857 1.9506 9.9432
C 1.3979 1.1487 10.7384
C 1.5048 -0.1956 10.4199
H -0.4263 -0.4627 7.8033
H -0.7266 1.9807 8.2271
H 0.4782 3.0093 10.1608
H 1.9350 1.5608 11.5851
H 2.1293 -0.8620 11.0082
N -3.9146 -6.4684 0.5869
C -3.9282 -7.1646 1.7447
C -4.3316 -8.4865 1.8444
C -4.7510 -9.1356 0.6879
C -4.7501 -8.4446 -0.5194
C -4.3255 -7.1257 -0.5193
H -3.5952 -6.6135 2.6194
H -4.3195 -8.9974 2.8004
H -5.0756 -10.1713 0.7270
H -5.0716 -8.9220 -1.4381
H -4.3031 -6.5450 -1.4372
N -4.9550 6.2793 -6.0490
C -4.0897 7.1510 -5.4863
C -2.8274 6.8006 -5.0345
C -2.4270 5.4748 -5.1629
C -3.2967 4.5531 -5.7366
C -4.5375 4.9997 -6.1618
H -4.4495 8.1726 -5.4053
H -2.1727 7.5433 -4.5929
H -1.4452 5.1624 -4.8190
H -3.0147 3.5125 -5.8504
H -5.2504 4.3194 -6.6193
N -2.9083 7.8868 0.6360
C -3.7398 8.6351 -0.1216
C -4.5234 8.1219 -1.1426
C -4.4489 6.7586 -1.4078
C -3.6003 5.9620 -0.6460
C -2.8585 6.5663 0.3563
H -3.7603 9.6935 0.1217
H -5.1757 8.7695 -1.7175
H -5.0472 6.3204 -2.2013
H -3.5191 4.8964 -0.8280
H -2.1845 5.9865 0.9807
N -3.7759 -0.0297 -9.0128
C -5.0931 0.0056 -9.3114
C -5.6719 0.9604 -10.1320
C -4.8526 1.9427 -10.6783
C -3.4922 1.9340 -10.3878
C -3.0054 0.9359 -9.5593
H -5.6910 -0.7799 -8.8585
H -6.7356 0.9389 -10.3399
H -5.2706 2.7086 -11.3252
H -2.8273 2.6860 -10.7974
H -1.9502 0.8841 -9.3058
N -3.0699 1.0515 6.7084
C -3.5780 2.1046 7.3853
C -4.7148 2.7949 6.9963
C -5.3705 2.3847 5.8403
C -4.8705 1.3045 5.1204
C -3.7292 0.6752 5.5911
H -3.0291 2.3885 8.2785
H -5.0797 3.6323 7.5801
H -6.2640 2.9022 5.5032
H -5.3581 0.9606 4.2153
H -3.3021 -0.1748 5.0665
N 4.5828 -1.6200 -5.2140
C 5.6272 -1.7690 -6.0581
C 6.9489 -1.5727 -5.6909
C 7.2187 -1.1968 -4.3793
C 6.1641 -1.0336 -3.4869
C 4.8761 -1.2563 -3.9467
H 5.3650 -2.0599 -7.0712
H 7.7484 -1.7092 -6.4102
H 8.2422 -1.0327 -4.0550
H 6.3411 -0.7408 -2.4582
H 4.0197 -1.1454 -3.2875
N 10.2828 -0.1800 -0.1380
C 11.3272 -0.3290 -0.9821
C 12.6489 -0.1327 -0.6149
C 12.9187 0.2432 0.6967
C 11.8641 0.4064 1.5891
C 10.5761 0.1837 1.1293
H 11.0650 -0.6199 -1.9952
H 13.4484 -0.2692 -1.3342
H 13.9422 0.4073 1.0210
H 12.0411 0.6992 2.6178
H 9.7197 0.2946 1.7885
*
```

Atom charges from the Löwdin analysis, given in e for atoms 1 to 8:
1. C -0.121
2. O -0.238
3. C -0.215
4. C -0.047
5. C -0.067
6. C -0.174
7. C -0.193
8. C -0.206

No. 5
Here is C18H20Cl3GeO5Re as an isolated structure from the OMol25 dataset. Energies are from the ωB97M-V functional and the def2-TZVPD basis.

Gap between HOMO and LUMO (spin up / spin down) ... 0.2494 / 0.2498 Ha
Largest force on an atom ... 0.7 eV/Å
Energy ... -125443.4157 eV

ORCA input file:
```
! RIJCOSX wB97M-V def2-TZVPD def2/J DEFGRID3
* xyz 0 1
Re 0.0517 0.1976 0.0689
C 0.9869 -0.5419 -3.2884
C 0.0503 -0.6615 -2.1179
C 0.3348 -1.6062 -1.0547
C 1.5796 -2.4484 -1.1454
C -0.7345 -1.9776 -0.1329
C -0.5014 -3.1304 0.7997
C -1.8734 -1.1709 -0.0370
C -2.9305 -1.4939 0.9825
C -1.9648 0.0165 -0.8746
C -3.1942 0.8828 -0.7804
C -1.0963 0.1307 -2.0289
C -1.3888 1.1164 -3.1271
H 1.7673 0.1995 -3.0998
H 0.4500 -0.2354 -4.1824
H 1.4710 -1.4921 -3.5006
H 1.4335 -3.2837 -1.8351
H 1.8620 -2.8588 -0.1794
H 2.4193 -1.8579 -1.5066
H 0.4180 -2.9854 1.3673
H -0.3937 -4.0540 0.2271
H -1.3044 -3.2565 1.5161
H -2.5725 -1.2772 1.9912
H -3.1858 -2.5514 0.9358
H -3.8428 -0.9324 0.8163
H -3.9773 0.4965 -1.4386
H -2.9848 1.9085 -1.0581
H -3.5831 0.9151 0.2333
H -2.1645 1.8231 -2.8641
H -1.7148 0.5656 -4.0136
H -0.4995 1.6867 -3.3948
O 2.3732 1.8913 5.8250
C 2.1392 1.5994 4.6926
C 2.9372 2.0219 3.4485
O 3.9130 2.7148 3.4120
C 2.2588 1.3644 2.2996
C 1.1749 0.6474 2.7235
O 0.3030 -0.0159 1.9568
C 1.0026 0.7035 4.1788
O 0.1497 0.1722 4.8407
O 2.7010 1.5429 1.0792
C 2.1776 0.6244 0.0646
H 2.6638 -0.3373 0.2797
H 2.5934 1.0115 -0.8609
Cl 0.3499 3.8214 1.6347
Ge 0.1422 2.7338 -0.2334
Cl 1.7233 3.4861 -1.5294
Cl -1.5201 3.8947 -1.0901
*
```

Atom charges from the Löwdin analysis, given in e for atoms 1 to 8:
1. Re 1.248
2. C -0.011
3. C -0.267
4. C -0.340
5. C -0.042
6. C -0.244
7. C -0.011
8. C -0.233

No. 6
Here is C34H27F9IN2PW as an isolated structure from the OMol25 dataset. Energies are from the ωB97M-V functional and the def2-TZVPD basis.

<S²> ... 2.277
Gap between HOMO and LUMO (spin up / spin down) ... 0.2119 / 0.2355 Ha
Largest force on an atom ... 4.9 eV/Å
Energy ... -82329.4663 eV

ORCA input file:
```
! RIJCOSX wB97M-V def2-TZVPD def2/J DEFGRID3
* xyz 2 3
W -0.3431 -1.4941 -0.4484
C -0.9526 -3.3356 -2.7379
N -0.1910 -2.0623 -2.4256
C -0.8076 -0.9474 -3.1981
C 1.2889 -2.2243 -2.6487
C 2.0842 -2.6673 -1.3823
N 1.4695 -2.1922 -0.1108
C 2.2757 -2.1293 1.0713
C 1.7742 -1.7171 2.2970
F 0.4675 -1.3766 2.6609
C 2.5659 -1.6226 3.4417
F 1.8265 -1.2501 4.5136
C 3.8974 -1.9117 3.4795
C 4.4379 -2.3432 2.2993
F 5.7570 -2.5922 2.3695
C 3.6975 -2.4758 1.1198
F 4.3912 -2.8721 -0.0034
H -0.5740 -4.1713 -2.1505
H -0.8091 -3.5669 -3.8053
H -2.0048 -3.1887 -2.4916
H -0.3185 -0.9486 -4.1675
H -0.6299 0.0257 -2.7491
H -1.8920 -1.1400 -3.3030
H 1.6694 -1.2733 -3.0361
H 1.4072 -2.9989 -3.4219
H 3.0864 -2.2637 -1.4456
H 2.1361 -3.7594 -1.3202
H 4.5111 -1.8932 4.3825
I -3.0475 -1.1479 -0.3740
C -3.7699 0.9114 -0.2950
C -5.1628 0.9163 -0.4110
C -5.9311 2.0740 -0.2875
C -5.2754 3.2527 -0.0646
C -3.8464 3.3258 0.0611
C -3.2628 4.5887 0.2603
C -1.9009 4.6821 0.3902
C -1.0981 3.5369 0.3308
C -1.5899 2.2442 0.1091
P -0.2726 0.9205 0.0134
C 0.8606 1.5640 -1.3021
C 0.3976 2.4619 -2.2684
C 1.2636 2.9354 -3.2546
C 2.5626 2.4710 -3.3461
C 3.0205 1.5302 -2.4133
C 2.1791 1.0927 -1.4013
C 0.5285 1.4158 1.5883
C 1.8490 1.8450 1.7095
C 2.3865 2.1454 2.9624
C 1.6097 2.0256 4.1066
C 0.2708 1.6729 3.9952
C -0.2519 1.3882 2.7348
C -3.0261 2.0894 -0.0148
H -5.6973 -0.0371 -0.5299
H -7.0270 2.0507 -0.3369
H -5.8502 4.1680 0.0457
H -3.8966 5.4680 0.2689
H -1.4293 5.6577 0.5502
H -0.0231 3.6593 0.4461
H -0.6472 2.7780 -2.2680
H 0.9138 3.7019 -3.9388
H 3.2268 2.8479 -4.1131
H 4.0496 1.1854 -2.4784
H 2.5433 0.4094 -0.6245
H 2.4753 1.9968 0.8408
H 3.4187 2.4116 3.0488
H 2.0431 2.1248 5.0980
H -0.3713 1.5859 4.8708
H -1.2990 1.1022 2.6161
F -0.3796 -5.1610 -0.0286
C -0.6544 -3.9624 0.6801
F -0.0225 -4.2290 1.8761
C -2.1778 -4.2809 1.0259
F -2.6793 -3.3275 1.8895
F -2.9246 -4.1680 -0.1442
F -2.3056 -5.5320 1.5874
*
```

Atom charges from the Löwdin analysis, given in e for atoms 1 to 8:
1. W 1.106
2. C -0.034
3. N -0.429
4. C -0.084
5. C -0.117
6. C -0.146
7. N -0.146
8. C -0.113

No. 7
Here is a 2-piece molecular cluster, C11H25N2O5S overall from the OMol25 dataset. Energies are from the ωB97M-V functional and the def2-TZVPD basis.

Gap between HOMO and LUMO ... 0.3684 Ha
Largest force on an atom ... 5.7 eV/Å
Energy ... -35855.5748 eV

ORCA input file:
```
! RIJCOSX wB97M-V def2-TZVPD def2/J DEFGRID3
* xyz 1 1
O 0.4778 -2.2820 5.9906
S 0.8070 -1.3300 4.9158
O 1.8788 -0.4157 5.3353
O -0.5324 -0.4525 4.5851
C 1.3898 -2.2256 3.4403
C 0.3262 -2.3661 2.3114
C 0.9417 -2.9151 0.9976
N 0.9824 -1.9216 -0.1428
O -0.2663 -1.8229 -0.7252
C 1.5376 -0.5989 0.3155
C 2.1126 0.2908 -0.8027
C 2.1394 1.7186 -0.1702
C 0.8480 2.5213 -0.4160
O -0.1529 2.1390 0.5205
H -1.2084 -1.0957 4.3315
H 2.3207 -1.7508 3.1197
H 1.6159 -3.2433 3.7787
H -0.3798 -3.1309 2.6615
H -0.2664 -1.4513 2.1883
H 0.3582 -3.7659 0.6334
H 1.9776 -3.2364 1.1677
H 1.6092 -2.3190 -0.8454
H -0.8531 -1.3330 -0.1324
H 0.6932 -0.0445 0.7505
H 2.3048 -0.8083 1.0640
H 1.4868 0.3235 -1.7045
H 3.1360 0.0313 -1.0937
H 3.0452 2.2780 -0.4105
H 2.1780 1.5331 0.9181
H 0.4631 2.2937 -1.4214
H 1.0701 3.5834 -0.2685
H -1.0056 2.1470 0.0519
C -3.0807 2.6443 -4.2675
C -2.0428 1.5614 -3.9971
C -2.4593 0.5997 -2.8789
C -2.5874 1.2795 -1.5884
N -2.7414 1.8581 -0.6067
H -3.2307 3.2818 -3.3945
H -2.7559 3.2812 -5.0893
H -4.0421 2.2055 -4.5397
H -1.0857 2.0288 -3.7506
H -1.8876 0.9820 -4.9092
H -1.7150 -0.1916 -2.7918
H -3.4070 0.1190 -3.1306
*
```

Atom charges from the Löwdin analysis, given in e for atoms 1 to 8:
1. O -0.293
2. S 0.672
3. O -0.285
4. O -0.144
5. C -0.202
6. C -0.184
7. C -0.071
8. N -0.129